Below is a structure of composition C52H59AsF3InN2O5S3SbSe, with properties calculated with ωB97M-V/def2-TZVPD.

Output
- DFT total energy (eV) = -246657.986
- ΔE to the lowest compared entry with this formula, charge and spin (kcal per mole) = 8.24
- multiplicity = 2
- lowest unoccupied orbital energy (alpha / beta) (eV) = 3.7 / 3.3
- charge = -2
- strongest force on any atom (hartree/bohr) = 0.018
- <S²> = 0.762
- E_HOMO (alpha / beta) (eV) = -2.219 / -2.744

Each line ends with the Mulliken charge.
Element x y z (Å)
1 In 0.26 -0.54 0.74  1.88
2 C -4.83 4.16 -3.12  -1.52
3 C -5.14 3.42 -1.81  2.19
4 C -6.49 2.69 -1.96  -1.71
5 C -5.28 4.46 -0.70  -2.02
6 C -4.03 2.41 -1.52  -0.47
7 C -3.26 2.44 -0.37  -0.70
8 C -2.23 1.53 -0.18  0.21
9 Se -1.21 1.67 1.44  -0.15
10 C 0.19 2.76 0.68  0.45
11 C -0.10 4.05 0.29  -0.71
12 C 0.86 4.85 -0.33  -0.87
13 C 2.12 4.29 -0.51  -0.17
14 C 2.45 2.99 -0.13  -0.87
15 C 1.47 2.18 0.49  0.56
16 O 1.74 0.96 0.88  -0.47
17 C 3.86 2.42 -0.36  3.04
18 C 4.50 2.11 1.00  -1.45
19 C 4.77 3.41 -1.09  -2.57
20 C 3.79 1.15 -1.22  -1.64
21 C 0.49 6.27 -0.76  2.45
22 C -0.68 6.22 -1.74  -1.51
23 C 0.09 7.09 0.47  -1.74
24 C 1.66 6.98 -1.44  -2.33
25 C -1.92 0.52 -1.12  0.43
26 O -0.88 -0.27 -0.98  -1.12
27 C -2.75 0.44 -2.27  0.81
28 C -3.75 1.40 -2.43  -0.70
29 C -2.60 -0.59 -3.41  2.58
30 C -2.04 0.13 -4.64  -1.68
31 C -3.99 -1.17 -3.75  -1.91
32 C -1.70 -1.78 -3.10  -2.28
33 H -5.61 4.90 -3.34  0.48
34 H -4.77 3.47 -3.96  0.28
35 H -3.87 4.68 -3.04  0.19
36 H -7.29 3.40 -2.20  0.46
37 H -6.75 2.18 -1.03  0.35
38 H -6.45 1.94 -2.75  0.28
39 H -6.08 5.16 -0.95  0.46
40 H -4.36 5.03 -0.58  0.25
41 H -5.53 3.99 0.25  0.37
42 H -3.44 3.17 0.40  0.55
43 H -1.10 4.42 0.45  0.37
44 H 2.88 4.88 -0.99  0.53
45 H 4.63 3.03 1.57  0.40
46 H 5.48 1.65 0.85  0.49
47 H 3.87 1.43 1.57  0.00
48 H 4.94 4.32 -0.51  0.44
49 H 4.37 3.69 -2.07  0.46
50 H 5.74 2.94 -1.25  0.45
51 H 3.16 0.39 -0.77  0.03
52 H 4.80 0.73 -1.34  0.48
53 H 3.40 1.38 -2.22  0.35
54 H -1.55 5.72 -1.31  0.14
55 H -0.40 5.67 -2.64  0.33
56 H -0.98 7.24 -2.03  0.48
57 H -0.76 6.63 0.99  0.30
58 H -0.20 8.11 0.18  0.46
59 H 0.91 7.16 1.18  0.37
60 H 1.98 6.46 -2.34  0.40
61 H 2.52 7.08 -0.77  0.43
62 H 1.35 7.99 -1.73  0.44
63 H -4.34 1.35 -3.34  0.13
64 H -2.69 0.95 -4.96  0.28
65 H -1.94 -0.57 -5.48  0.45
66 H -1.06 0.55 -4.42  0.28
67 H -4.67 -0.43 -4.17  0.39
68 H -4.45 -1.60 -2.87  0.33
69 H -3.87 -1.96 -4.50  0.48
70 H -0.67 -1.49 -2.93  0.25
71 H -1.74 -2.47 -3.96  0.51
72 H -2.03 -2.33 -2.22  0.44
73 S -0.20 -1.75 6.38  -0.67
74 Sb 0.75 -0.67 4.60  0.41
75 S -0.05 -2.01 2.70  -0.22
76 S 0.20 1.55 4.43  -0.59
77 O 1.83 -1.80 0.05  -0.43
78 As 2.16 -3.33 0.71  1.53
79 C 3.30 -2.80 2.21  1.00
80 C 3.87 -1.53 2.16  -0.42
81 C 4.63 -1.05 3.22  -1.06
82 C 4.80 -1.83 4.35  -0.59
83 C 4.20 -3.08 4.43  -0.86
84 C 3.45 -3.56 3.36  -0.42
85 C 3.43 -3.92 -0.64  -0.14
86 C 4.70 -3.36 -0.70  -0.18
87 C 5.59 -3.75 -1.69  -0.76
88 C 5.22 -4.69 -2.64  -0.43
89 C 3.94 -5.25 -2.59  -0.79
90 C 3.05 -4.87 -1.59  -0.24
91 C 1.55 -5.09 1.33  0.74
92 C 2.56 -6.03 1.42  -0.47
93 C 2.28 -7.32 1.84  -0.77
94 C 0.98 -7.67 2.17  -0.60
95 C -0.03 -6.72 2.08  -0.80
96 C 0.25 -5.43 1.67  -0.87
97 H 3.68 -0.89 1.30  0.52
98 H 5.06 -0.06 3.17  0.38
99 H 5.37 -1.45 5.19  0.37
100 H 4.29 -3.67 5.33  0.36
101 H 2.95 -4.52 3.46  0.33
102 H 5.00 -2.62 0.03  0.30
103 H 6.58 -3.30 -1.73  0.41
104 H 5.91 -4.99 -3.41  0.35
105 H 3.64 -5.97 -3.33  0.42
106 H 2.05 -5.29 -1.56  0.36
107 H 3.58 -5.76 1.16  0.52
108 H 3.08 -8.05 1.90  0.39
109 H 0.75 -8.68 2.49  0.36
110 H -1.05 -6.99 2.33  0.43
111 H -0.54 -4.70 1.59  0.41
112 O -0.01 -5.51 -1.45  -0.50
113 N -0.62 -4.48 -1.18  0.00
114 O 0.01 -3.61 -0.51  -0.21
115 F -4.52 -3.64 5.74  -0.29
116 C -4.13 -3.94 4.49  0.76
117 F -5.15 -4.63 3.93  -0.29
118 F -3.11 -4.80 4.60  -0.22
119 C -3.77 -2.72 3.69  0.57
120 C -3.77 -2.78 2.31  -0.76
121 C -3.44 -1.63 1.61  -0.28
122 N -3.13 -0.49 2.21  -0.10
123 C -3.09 -0.46 3.53  -0.67
124 C -3.41 -1.55 4.33  -0.69
125 H -4.01 -3.70 1.78  0.45
126 H -3.40 -1.64 0.52  0.36
127 H -2.76 0.47 3.99  0.49
128 H -3.33 -1.49 5.40  0.54

Below is a structure of composition C52H59HgN3O2Si, with properties calculated with ωB97M-V/def2-TZVPD.

Output
- DFT total energy (eV) = -75501.723
- ΔE to the lowest compared entry with this formula, charge and spin (kcal per mole) = 0.00
- multiplicity = 2
- lowest unoccupied orbital energy (alpha / beta) (eV) = 2.1 / 2.1
- charge = -1
- strongest force on any atom (hartree/bohr) = 0.019
- <S²> = 0.772
- E_HOMO (alpha / beta) (eV) = -3.221 / -5.005

Each line ends with the Mulliken charge.
Element x y z (Å)
1 Hg 1.46 0.23 1.15  1.34
2 C -1.53 -1.98 -1.71  -1.22
3 C -1.78 -0.59 -2.32  1.51
4 C -3.04 -0.59 -3.19  -2.12
5 C -0.55 -0.14 -3.09  0.71
6 C -0.32 -0.64 -4.36  -0.29
7 C 0.81 -0.27 -5.08  -1.55
8 C 1.75 0.54 -4.48  -0.81
9 C 1.59 1.03 -3.18  1.17
10 C 2.78 1.78 -2.59  0.39
11 C 3.71 0.73 -1.96  -1.29
12 C 2.47 2.89 -1.59  -1.44
13 C 0.40 0.72 -2.50  -0.85
14 N 0.15 1.23 -1.22  1.33
15 C -0.77 2.15 -1.05  -1.40
16 C -1.21 2.57 0.25  -1.18
17 N -0.71 2.07 1.36  1.82
18 C -1.18 2.46 2.62  -0.83
19 C -2.23 1.75 3.23  0.78
20 C -2.66 2.13 4.50  -1.08
21 C -2.08 3.19 5.18  -1.32
22 C -1.03 3.87 4.58  -1.15
23 C -0.57 3.53 3.31  0.77
24 C 0.63 4.32 2.79  0.65
25 C 0.48 5.00 1.43  -1.30
26 C 1.91 3.47 2.81  -1.36
27 C -2.94 0.54 2.62  0.62
28 C -1.99 -0.65 2.43  -1.53
29 C -3.68 0.82 1.31  -1.43
30 C -2.26 3.60 0.06  -0.11
31 C -3.06 4.34 0.90  0.82
32 C -3.99 5.25 0.32  -1.07
33 C -4.10 5.43 -1.03  -1.08
34 C -3.28 4.68 -1.92  1.10
35 C -3.26 4.75 -3.34  -0.86
36 C -2.39 3.96 -4.05  -1.17
37 C -1.50 3.04 -3.42  0.04
38 C -1.52 2.94 -2.05  0.80
39 C -2.40 3.78 -1.33  -0.82
40 H -2.40 -2.31 -1.14  0.51
41 H -0.68 -1.94 -1.02  -0.12
42 H -1.31 -2.71 -2.49  0.35
43 H -1.96 0.09 -1.50  -0.54
44 H -3.04 -1.41 -3.91  0.42
45 H -3.14 0.35 -3.73  0.43
46 H -3.93 -0.72 -2.56  0.40
47 H -1.03 -1.32 -4.81  0.29
48 H 0.96 -0.64 -6.09  0.33
49 H 2.65 0.81 -5.03  0.31
50 H 3.30 2.23 -3.44  0.65
51 H 3.21 0.26 -1.11  0.07
52 H 4.63 1.19 -1.60  0.49
53 H 3.96 -0.05 -2.67  0.35
54 H 2.17 2.48 -0.63  0.02
55 H 1.67 3.55 -1.95  0.30
56 H 3.37 3.50 -1.43  0.57
57 H -3.47 1.58 4.97  0.40
58 H -2.43 3.49 6.16  0.36
59 H -0.56 4.70 5.10  0.37
60 H 0.77 5.13 3.52  0.64
61 H 0.59 4.28 0.61  -0.01
62 H 1.26 5.75 1.31  0.56
63 H -0.49 5.49 1.33  0.30
64 H 1.90 2.78 1.97  -0.18
65 H 1.99 2.89 3.73  0.38
66 H 2.79 4.11 2.72  0.50
67 H -3.69 0.25 3.35  0.72
68 H -1.21 -0.42 1.71  -0.10
69 H -2.55 -1.51 2.05  0.43
70 H -1.53 -0.93 3.38  0.44
71 H -3.00 0.84 0.46  0.06
72 H -4.22 1.77 1.34  0.36
73 H -4.41 0.03 1.13  0.59
74 H -3.00 4.26 1.97  0.44
75 H -4.62 5.83 0.98  0.44
76 H -4.81 6.15 -1.44  0.38
77 H -3.92 5.44 -3.85  0.41
78 H -2.38 4.03 -5.13  0.42
79 H -0.84 2.44 -4.03  0.48
80 O 4.13 0.98 2.44  -0.30
81 N 3.69 0.91 1.37  0.03
82 C 3.63 -4.97 1.68  -1.94
83 C 3.04 -3.56 1.70  2.40
84 C 4.05 -2.60 1.05  -1.62
85 C 2.83 -3.13 3.16  -1.78
86 Si 1.37 -3.40 0.79  -1.35
87 O 0.74 -1.94 0.93  0.87
88 C 0.16 -4.66 1.53  0.83
89 C -0.94 -4.13 2.21  -0.16
90 C -1.92 -4.94 2.76  -0.49
91 C -1.83 -6.32 2.64  -0.55
92 C -0.73 -6.88 1.99  -0.95
93 C 0.25 -6.06 1.45  -0.30
94 C 1.72 -3.79 -1.04  0.96
95 C 2.01 -2.70 -1.87  0.12
96 C 2.26 -2.86 -3.23  -0.35
97 C 2.22 -4.13 -3.79  -0.91
98 C 1.95 -5.23 -2.98  -0.77
99 C 1.70 -5.05 -1.63  -0.30
100 H 4.59 -4.99 2.19  0.52
101 H 3.79 -5.31 0.65  0.35
102 H 2.97 -5.69 2.18  0.32
103 H 4.97 -2.56 1.64  0.61
104 H 3.64 -1.59 0.98  0.06
105 H 4.30 -2.93 0.04  0.27
106 H 3.78 -3.08 3.69  0.51
107 H 2.17 -3.82 3.69  0.34
108 H 2.37 -2.14 3.20  0.14
109 H -1.02 -3.05 2.29  0.02
110 H -2.76 -4.50 3.29  0.46
111 H -2.60 -6.96 3.05  0.37
112 H -0.65 -7.95 1.90  0.39
113 H 1.10 -6.52 0.97  0.21
114 H 2.04 -1.70 -1.44  -0.06
115 H 2.47 -2.00 -3.84  0.42
116 H 2.39 -4.27 -4.85  0.37
117 H 1.94 -6.23 -3.41  0.41
118 H 1.48 -5.93 -1.02  0.03